# 1
{
  "formula": "C2H2ClFO2",
  "method": "wB97M-V/def2-TZVPD",
  "lumo_ev": 0.6,
  "fmax_ev_per_a": 4.6,
  "homo_energy_ev": -10.537,
  "homo_lumo_gap_ev": 11.158,
  "relative_energy_kcal_mol": 31.3,
  "elements": ["Cl", "F", "O", "O", "C", "C", "H", "H"],
  "coordinates": [[1.97089, -0.98921, 0.08534], [1.66232, 1.52766, -0.18925], [-0.37092, 0.45046, 0.66024], [-1.48292, -1.17658, -0.42201], [1.07845, 0.37725, -0.40184], [-1.35236, -0.35486, 0.43192], [-2.11199, -0.13739, 1.22031], [0.60653, 0.30268, -1.38471]],
  "forces_ev_per_angstrom": [[0.1, 0.1, 0.0], [-0.1, -0.1, 0.2], [4.2, 1.2, -1.4], [0.2, -0.6, -0.8], [-3.4, -0.2, 1.2], [-1.2, -0.1, 0.8], [0.0, -0.3, -0.3], [0.2, -0.1, 0.3]]
}

=====

# 2
{
  "formula": "C2H2ClI",
  "method": "wB97M-V/def2-TZVPD",
  "lumo_ev": -0.1,
  "fmax_ev_per_a": 5.9,
  "homo_energy_ev": -9.291,
  "homo_lumo_gap_ev": 9.206,
  "relative_energy_kcal_mol": 53.7,
  "elements": ["I", "Cl", "C", "C", "H", "H"],
  "coordinates": [[2.64851, -0.07696, 0.02619], [-1.97548, -0.39600, 0.07583], [-0.29338, -0.59835, 0.16825], [0.63130, 0.17270, -0.30843], [0.18005, -1.45906, 0.77580], [0.21725, 1.37649, -1.42901]],
  "forces_ev_per_angstrom": [[-0.1, 0.1, -0.1], [-0.2, -0.1, -0.2], [1.1, -2.1, 1.8], [-0.3, 4.3, -4.1], [-1.6, 1.2, -0.7], [1.1, -3.2, 3.3]]
}

=====

# 3
{
  "formula": "C2H2ClI",
  "method": "wB97M-V/def2-TZVPD",
  "lumo_ev": [-1.6, -1.6],
  "fmax_ev_per_a": 3.2,
  "homo_energy_ev": [-8.838, -8.834],
  "homo_lumo_gap_ev": [7.212, 7.211],
  "relative_energy_kcal_mol": 157.7,
  "elements": ["I", "Cl", "C", "C", "H", "H"],
  "coordinates": [[-1.65686, 1.12880, -2.01575], [-2.19743, 0.44972, 0.98529], [-1.14862, 0.09116, -0.22103], [1.60850, -0.35153, 0.73151], [1.05928, -1.20511, 0.50134], [2.33513, -0.11304, 0.01863]],
  "forces_ev_per_angstrom": [[0.1, -0.2, 0.3], [-0.6, 0.1, 0.8], [0.8, 0.2, -1.1], [-0.8, 1.8, 2.5], [-0.6, -1.9, -0.8], [1.2, 0.1, -1.7]]
}

=====

# 4
{
  "formula": "C2H2ClN2O2",
  "method": "wB97M-V/def2-TZVPD",
  "lumo_ev": -5.5,
  "fmax_ev_per_a": 4.7,
  "homo_energy_ev": -15.224,
  "charge": 1,
  "homo_lumo_gap_ev": 9.679,
  "relative_energy_kcal_mol": 5.2,
  "elements": ["Cl", "O", "O", "N", "N", "C", "C", "H", "H"],
  "coordinates": [[-0.25229, -2.78426, -0.02407], [-4.67577, -0.33993, -0.38070], [-2.67183, 0.02294, 0.58515], [0.30306, -0.33155, 0.01402], [0.83033, -1.44238, -0.16099], [-0.47915, 0.51246, 0.19863], [-3.66955, -0.06867, 0.02645], [-1.06558, 1.40118, 0.51990], [1.82409, -1.39812, -0.64148]],
  "forces_ev_per_angstrom": [[1.0, 0.4, -0.3], [-3.3, -0.2, -2.0], [2.3, 0.7, 1.0], [-3.0, 3.6, 0.6], [3.3, -2.1, -1.2], [1.2, 0.3, 0.2], [0.3, -0.9, 1.1], [1.0, -1.0, -0.5], [-2.7, -0.9, 1.2]]
}

=====

# 5
{
  "formula": "C2H2ClNO",
  "method": "wB97M-V/def2-TZVPD",
  "lumo_ev": [-0.6, -0.6],
  "fmax_ev_per_a": 4.1,
  "homo_energy_ev": [-9.233, -9.220],
  "homo_lumo_gap_ev": [8.618, 8.609],
  "relative_energy_kcal_mol": 98.6,
  "elements": ["Cl", "O", "N", "C", "C", "H", "H"],
  "coordinates": [[1.28522, -0.78567, 1.43960], [0.16255, -0.09731, -2.05548], [-0.30131, 0.99991, 0.06563], [-0.01542, -0.31160, 0.44139], [0.09297, 0.06562, -0.92017], [-1.20390, -1.80261, 0.67700], [-0.02010, 1.93167, 0.35203]],
  "forces_ev_per_angstrom": [[0.6, 0.1, 0.5], [0.8, -0.4, -3.3], [-0.2, 0.2, -0.9], [-1.5, -3.7, 0.9], [-1.3, 1.1, 2.7], [1.7, 3.0, -0.3], [-0.1, -0.3, 0.4]]
}

=====

# 6
{
  "formula": "C2H2ClNO2",
  "method": "wB97M-V/def2-TZVPD",
  "lumo_ev": -0.2,
  "fmax_ev_per_a": 2.3,
  "smiles": "C#[N+][O-].O=CCl",
  "homo_energy_ev": -10.428,
  "homo_lumo_gap_ev": 10.266,
  "relative_energy_kcal_mol": 82.9,
  "elements": ["Cl", "O", "O", "N", "C", "C", "H", "H"],
  "coordinates": [[-0.48510, 1.00832, -1.90851], [-1.59992, -1.27828, 1.86598], [1.67478, 1.23992, -0.52864], [-0.79970, -1.17476, 0.97035], [0.00246, -1.08353, 0.15075], [0.51043, 1.21848, -0.43428], [0.93875, -1.24561, -0.44370], [-0.24171, 1.31545, 0.32805]],
  "forces_ev_per_angstrom": [[-0.2, 0.1, -0.5], [0.0, 0.3, -0.6], [0.8, 0.2, 0.8], [-0.1, -0.6, 1.0], [1.8, -1.1, -1.0], [-0.9, 0.4, -1.7], [-1.7, 0.2, 0.9], [0.4, 0.4, 1.1]]
}

=====

# 7
{
  "formula": "C2H2ClO2",
  "method": "wB97M-V/def2-TZVPD",
  "lumo_ev": -6.1,
  "fmax_ev_per_a": 5.3,
  "homo_energy_ev": -14.794,
  "charge": 1,
  "homo_lumo_gap_ev": 8.701,
  "relative_energy_kcal_mol": 16.5,
  "elements": ["Cl", "O", "O", "C", "C", "H", "H"],
  "coordinates": [[-1.02068, -1.11121, 2.02686], [0.33409, 1.16484, 2.34066], [0.20075, 0.19023, -0.43624], [0.24240, -0.06327, -1.65030], [-0.20686, 0.18845, 2.05967], [0.05185, -1.15336, -2.05281], [0.39846, 0.78432, -2.28784]],
  "forces_ev_per_angstrom": [[-0.8, -1.4, -0.3], [-1.6, -3.1, -1.4], [0.0, -0.9, -1.9], [-0.8, -1.3, 2.5], [2.4, 4.5, 1.4], [0.5, 2.0, 0.6], [0.2, 0.2, -1.0]]
}

=====

# 8
{
  "formula": "C2H2CoFO2",
  "method": "wB97M-V/def2-TZVPD",
  "lumo_ev": [0.5, -1.0],
  "fmax_ev_per_a": 2.0,
  "homo_energy_ev": [-7.359, -10.009],
  "multiplicity": 5,
  "s2": 6.005,
  "homo_lumo_gap_ev": [7.878, 9.025],
  "relative_energy_kcal_mol": 132.0,
  "elements": ["Co", "F", "O", "O", "C", "C", "H", "H"],
  "coordinates": [[2.98980, 0.73276, 0.28719], [-1.83723, 1.65693, 0.25463], [1.18114, 1.01657, -0.26010], [1.59809, -0.27173, -0.82873], [-1.57504, 0.41259, 0.33190], [-1.54961, -0.79720, 0.25241], [0.92179, -0.89896, -0.41344], [-1.72895, -1.85096, 0.37614]],
  "forces_ev_per_angstrom": [[-0.2, 0.2, 0.1], [0.6, 0.0, 0.1], [0.5, 0.0, -0.1], [-1.6, -1.0, 0.6], [-0.6, -1.9, -0.5], [-0.2, 1.2, 0.5], [1.1, 1.1, -0.7], [0.3, 0.4, -0.1]]
}

=====

# 9
{
  "formula": "C2H2CrFO",
  "method": "wB97M-V/def2-TZVPD",
  "lumo_ev": [-15.0, -13.0],
  "fmax_ev_per_a": 3.5,
  "homo_energy_ev": [-22.646, -22.776],
  "multiplicity": 4,
  "s2": 4.008,
  "charge": 2,
  "homo_lumo_gap_ev": [7.629, 9.784],
  "elements": ["Cr", "F", "O", "C", "C", "H", "H"],
  "coordinates": [[-1.03013, 1.35995, -0.21073], [-2.88209, 0.64584, -0.36817], [-1.81385, -0.15385, -1.18205], [1.38402, -0.73378, 0.56368], [0.61455, 0.25933, 0.49282], [1.97969, -1.57349, 0.90650], [1.74780, 0.19601, -0.20205]],
  "forces_ev_per_angstrom": [[-0.6, -1.4, -0.8], [2.3, -1.3, -1.1], [-1.1, 2.7, 2.0], [-1.7, 1.7, 0.9], [0.7, -1.7, -0.6], [0.3, 0.0, -0.3], [0.2, 0.1, -0.1]]
}

=====

# 10
{
  "formula": "C2H2CsFO",
  "method": "wB97M-V/def2-TZVPD",
  "lumo_ev": [-3.8, -3.8],
  "fmax_ev_per_a": 4.2,
  "homo_energy_ev": [-11.061, -13.401],
  "multiplicity": 2,
  "s2": 0.758,
  "charge": 1,
  "homo_lumo_gap_ev": [7.225, 9.564],
  "relative_energy_kcal_mol": 42.0,
  "elements": ["Cs", "F", "O", "C", "C", "H", "H"],
  "coordinates": [[-2.55629, 1.17094, 0.14818], [3.44456, -0.81325, 0.16836], [0.49599, -1.16023, -0.12280], [1.40791, -1.99432, 0.20994], [2.40836, -1.27340, -0.49737], [2.43123, -1.09527, -1.57363], [1.56068, -2.33296, 1.24507]],
  "forces_ev_per_angstrom": [[0.2, -0.2, 0.0], [0.6, -0.1, -0.2], [-3.2, -0.7, 0.0], [2.2, 3.6, -0.1], [1.0, -2.1, 0.4], [-0.3, 0.3, 0.5], [-0.4, -0.8, -0.5]]
}

=====

# 11
{
  "formula": "C2H2CsLiNaO2",
  "method": "wB97M-V/def2-TZVPD",
  "lumo_ev": [-0.6, -0.6],
  "fmax_ev_per_a": 1.1,
  "homo_energy_ev": [-6.080, -6.073],
  "multiplicity": 2,
  "s2": 0.754,
  "homo_lumo_gap_ev": [5.466, 5.458],
  "relative_energy_kcal_mol": 0.0,
  "elements": ["Cs", "Na", "O", "O", "C", "C", "Li", "H", "H"],
  "coordinates": [[0.96932, -1.31408, 1.76407], [-1.35500, 0.62161, -2.44900], [0.27067, 0.19738, -1.03151], [-2.14163, 2.14774, -0.97926], [1.39508, 0.95440, -0.94216], [1.67191, 1.59954, 0.22066], [-0.44795, 1.93455, -0.16919], [2.61557, 2.16610, 0.16786], [2.01139, 0.95414, -1.86208]],
  "forces_ev_per_angstrom": [[0.0, 0.9, -0.7], [0.1, 0.2, 0.4], [-0.5, -0.4, -0.5], [0.1, -0.2, -0.2], [0.0, -0.2, 1.0], [0.2, -0.1, -0.2], [0.3, -0.2, 0.1], [-0.2, 0.0, 0.0], [0.0, 0.1, 0.2]]
}

=====

# 12
{
  "formula": "C2H2EuFO",
  "method": "wB97M-V/def2-TZVPD",
  "lumo_ev": [-6.1, -6.0],
  "fmax_ev_per_a": 5.5,
  "homo_energy_ev": [-12.182, -12.231],
  "multiplicity": 8,
  "s2": 15.762,
  "charge": 1,
  "homo_lumo_gap_ev": [6.032, 6.279],
  "relative_energy_kcal_mol": 0.0,
  "elements": ["Eu", "F", "O", "C", "C", "H", "H"],
  "coordinates": [[3.51257, -0.08491, 0.15636], [-2.61713, -0.13647, 0.12358], [-0.42532, 1.36191, -0.17850], [0.11104, 0.29302, 0.08790], [1.02080, -0.61879, 0.01707], [-2.34676, 0.85448, -0.10727], [0.74480, -1.66924, -0.09914]],
  "forces_ev_per_angstrom": [[-1.6, -0.2, -0.1], [1.0, 4.2, -1.0], [1.1, -3.6, 1.8], [-0.7, 4.8, -2.6], [1.3, -1.1, 0.7], [-1.1, -4.3, 1.0], [0.0, 0.2, 0.2]]
}